Record 1
Computed, not measured: a molecular structure, C3HLiO4Sn, with ωB97M-V/def2-TZVPD.

Results
- Molecular weight: 226.69 g mol⁻¹
- Charge: +1
- Spin multiplicity: 2
- Calculated total energy: -17342.7447 eV
- Energy above the lowest of the compared OMol25 structures with the same formula, charge and spin: 0.000 eV
- ⟨S²⟩: 0.753
- E_LUMO (alpha / beta): -6.05 / -5.89 eV

Cartesian coordinates (Å):
1 O 3.19 0.69 -0.03
2 C 2.03 0.85 -0.06
3 O 0.92 1.15 -0.01
4 Sn 5.14 1.35 -0.10
5 O -0.80 -2.52 -0.09
6 C -1.33 -1.33 0.21
7 C -1.85 -0.23 0.09
8 O -2.35 0.93 -0.03
9 Li -3.43 2.22 0.38
10 H -1.53 -3.11 -0.35


Record 2
Computed, not measured: a molecular structure, C3HLiO4V, with ωB97M-V/def2-TZVPD.

Results
- Molecular weight: 158.92 g mol⁻¹
- Charge: +3
- Spin multiplicity: 5
- Calculated total energy: -37172.3794 eV
- Energy above the lowest of the compared OMol25 structures with the same formula, charge and spin: 0.000 eV
- ⟨S²⟩: 6.013
- E_LUMO (alpha / beta): -14.34 / -15.78 eV

Cartesian coordinates (Å):
1 O -0.75 0.01 2.03
2 C -1.24 0.81 1.08
3 O -0.51 0.74 -0.07
4 O -1.53 1.89 1.53
5 V 0.48 -1.54 1.49
6 C 0.28 -0.32 -0.26
7 C 0.82 -0.47 -1.51
8 O 1.29 -0.78 -2.50
9 Li 1.99 -1.12 -4.61
10 H -0.82 0.79 2.82


Record 3
Computed, not measured: a molecular structure, C3HLiO4Zn, with ωB97M-V/def2-TZVPD.

Results
- Molecular weight: 173.37 g mol⁻¹
- Charge: +2
- Calculated total energy: -59917.1453 eV
- Energy above the lowest of the compared OMol25 structures with the same formula, charge and spin: 4.533 eV
- E_LUMO (alpha / beta): -9.24 / -11.91 eV

Cartesian coordinates (Å):
1 O 2.03 0.15 -1.20
2 C 0.83 0.43 -1.07
3 O 0.14 1.40 -0.99
4 Zn 3.58 0.83 -1.15
5 O 0.10 -0.88 -0.79
6 C -0.51 -1.20 0.42
7 C -1.04 -0.38 1.24
8 O -1.59 0.14 2.19
9 Li -3.13 0.80 2.87
10 H -0.41 -1.29 -1.53


Record 4
Computed, not measured: a single C3HN molecule, with ωB97M-V/def2-TZVPD.

Results
- Molecular weight: 51.05 g mol⁻¹
- Calculated total energy: -4613.5178 eV
- Energy above the lowest of the compared OMol25 structures with the same formula, charge and spin: 1.035 eV
- E_LUMO: -0.50 eV
- Structure (SMILES): C#CC#N

Cartesian coordinates (Å):
1 C 0.70 0.98 -1.36
2 C 0.43 0.44 -0.25
3 C -0.22 -0.38 0.55
4 H 0.94 1.89 -2.08
5 N -0.92 -1.17 1.21


Record 5
Computed, not measured: 2 unconnected molecules or ions with the total composition C3HN2O2, with ωB97M-V/def2-TZVPD.

Results
- Molecular weight: 97.05 g mol⁻¹
- Charge: -1
- Spin multiplicity: 3
- Calculated total energy: -10198.2349 eV
- Energy above the lowest of the compared OMol25 structures with the same formula, charge and spin: 2.217 eV
- ⟨S²⟩: 2.033
- E_LUMO (alpha / beta): 4.09 / 0.63 eV

Cartesian coordinates (Å):
1 C -0.62 0.17 -1.27
2 C 0.14 1.32 -1.42
3 C 0.31 -0.79 1.45
4 N -1.36 -0.64 -1.66
5 N 0.69 2.32 -1.54
6 O -0.31 0.09 0.81
7 O 1.21 -1.54 1.11
8 H -0.06 -0.92 2.52


Record 6
Computed, not measured: 2 unconnected molecules or ions with the total composition C3HN2O3, with ωB97M-V/def2-TZVPD.

Results
- Molecular weight: 113.05 g mol⁻¹
- Charge: -1
- Calculated total energy: -12252.0294 eV
- Energy above the lowest of the compared OMol25 structures with the same formula, charge and spin: 0.000 eV
- E_LUMO: 3.63 eV

Cartesian coordinates (Å):
1 C -0.09 -0.28 -0.56
2 C -1.82 0.98 -1.45
3 C 2.14 -0.93 2.03
4 N 0.72 -0.67 0.18
5 N -0.90 0.03 -1.51
6 O 3.12 -0.82 1.44
7 O -2.14 1.72 -0.52
8 O 1.32 -1.09 2.82
9 H -2.35 1.07 -2.43


Record 7
Computed, not measured: a gas-phase ion, C3HN2O3 (charge -1), with ωB97M-V/def2-TZVPD.

Results
- Molecular weight: 113.05 g mol⁻¹
- Charge: -1
- Calculated total energy: -12249.6677 eV
- Energy above the lowest of the compared OMol25 structures with the same formula, charge and spin: 2.362 eV
- E_LUMO: 3.87 eV
- Structure (SMILES): [H]/N=C1\OC([O-])=NC1=O

Cartesian coordinates (Å):
1 C -0.43 0.96 -0.04
2 C 0.75 0.05 0.00
3 C -1.23 -1.03 -0.02
4 N -1.56 0.32 0.08
5 N 1.92 0.53 -0.05
6 O -0.27 2.54 -0.01
7 O -1.96 -1.97 -0.12
8 O 0.19 -1.19 0.08
9 H 2.60 -0.21 0.08


Record 8
Computed, not measured: a gas-phase ion, C3HN2OS (charge +1), with ωB97M-V/def2-TZVPD.

Results
- Molecular weight: 113.12 g mol⁻¹
- Charge: +1
- Calculated total energy: -18973.8638 eV
- Energy above the lowest of the compared OMol25 structures with the same formula, charge and spin: 6.082 eV
- E_LUMO: -6.34 eV

Cartesian coordinates (Å):
1 C 0.75 -0.16 -0.35
2 C -1.74 -0.37 -0.56
3 C 1.21 0.49 0.93
4 N 1.69 0.92 -0.41
5 N -0.66 -0.08 0.01
6 O -2.83 -0.43 -0.81
7 S 2.38 -0.56 0.11
8 H -0.80 0.19 1.08


Record 9
Computed, not measured: a molecular structure, C3HN2OS2, with ωB97M-V/def2-TZVPD.

Results
- Molecular weight: 145.19 g mol⁻¹
- Charge: -1
- Calculated total energy: -29825.0019 eV
- Energy above the lowest of the compared OMol25 structures with the same formula, charge and spin: 1.399 eV
- E_LUMO: 3.58 eV

Cartesian coordinates (Å):
1 C -2.88 2.08 -0.07
2 C -0.50 0.72 -0.44
3 C -3.39 -0.33 -0.09
4 N -3.45 1.04 0.02
5 N 0.60 0.38 -0.13
6 O -2.57 3.20 -0.07
7 S -1.97 -1.04 -0.63
8 S -4.76 -1.16 0.32
9 H 1.15 -0.44 0.07


Record 10
Computed, not measured: 2 unconnected molecules or ions with the total composition C3HN3O2, with ωB97M-V/def2-TZVPD.

Results
- Molecular weight: 111.06 g mol⁻¹
- Spin multiplicity: 3
- Calculated total energy: -11685.1612 eV
- Energy above the lowest of the compared OMol25 structures with the same formula, charge and spin: 0.974 eV
- ⟨S²⟩: 2.007
- E_LUMO (alpha / beta): 0.38 / -4.61 eV

Cartesian coordinates (Å):
1 C -0.09 0.04 1.93
2 C 1.57 -0.09 -1.39
3 C -0.88 0.14 -1.19
4 N -2.02 0.36 -1.29
5 N -0.70 -0.28 0.95
6 N 0.38 0.01 -1.23
7 O 0.72 0.28 2.73
8 O 2.68 -0.29 -1.25
9 H -1.66 -0.17 0.74


Record 11
Computed, not measured: a gas-phase ion, C3HN4 (charge -1), with ωB97M-V/def2-TZVPD.

Results
- Molecular weight: 93.07 g mol⁻¹
- Charge: -1
- Calculated total energy: -9083.7336 eV
- Energy above the lowest of the compared OMol25 structures with the same formula, charge and spin: 1.934 eV
- E_LUMO: 4.59 eV

Cartesian coordinates (Å):
1 C 0.82 -0.79 -0.21
2 C 1.73 0.10 -0.07
3 C 1.71 1.51 -0.07
4 N 3.36 -0.18 0.44
5 N 1.56 2.66 0.03
6 N 4.22 -0.93 0.13
7 N 5.06 -1.57 -0.29
8 H 0.69 -1.80 -0.05


Record 12
Computed, not measured: 2 unconnected molecules or ions with the total composition C3HN4, with ωB97M-V/def2-TZVPD.

Results
- Molecular weight: 93.07 g mol⁻¹
- Charge: +1
- Calculated total energy: -9064.8615 eV
- Energy above the lowest of the compared OMol25 structures with the same formula, charge and spin: 9.359 eV
- E_LUMO (alpha / beta): -8.72 / -8.72 eV

Cartesian coordinates (Å):
1 C -0.90 0.59 0.00
2 C 1.62 -1.11 0.00
3 C -2.11 0.94 0.00
4 N 1.79 -2.24 0.00
5 N -4.40 -0.09 -0.01
6 N 1.42 0.23 0.00
7 N 0.32 0.84 0.01
8 H 2.26 0.83 0.00